Below is a cluster of 6 separate species, C24H57N2O17S5 in total at a distorted geometry, with properties calculated with the ωB97M-V functional and the def2-TZVPD basis.

Each line ends with the Löwdin charge.
Atoms and positions in Å:
C  3.0531  -7.3963  1.6964  -0.062
C  2.5668  -6.6162  0.4953  -0.253
O  2.5605  -5.2070  0.7475  -0.126
C  1.3134  -4.7747  1.1995  -0.225
C  1.3847  -3.3309  1.6635  -0.129
O  0.5125  -3.1382  2.7844  -0.077
C  -0.7261  -2.6226  2.4897  -0.147
N  -1.7833  -3.6044  2.7879  0.008
C  -2.4419  -3.7804  3.9158  -0.009
N  -3.3091  -4.7824  3.7486  0.169
C  -3.2096  -5.2719  2.4706  -0.237
C  -3.9865  -6.3956  1.8901  0.010
C  -2.2463  -4.5221  1.8550  0.051
H  3.2891  -8.4119  1.4038  0.077
H  3.9148  -6.8941  2.1208  0.082
H  2.2915  -7.4327  2.4688  0.067
H  1.5536  -6.9258  0.2432  0.100
H  3.1854  -6.7725  -0.3785  0.123
H  0.9798  -5.3626  2.0586  0.127
H  0.5555  -4.8880  0.4167  0.122
H  2.3942  -3.1052  1.9793  0.138
H  1.1381  -2.6458  0.8568  0.128
H  -0.9104  -1.7323  3.0865  0.132
H  -0.8570  -2.3460  1.4491  0.148
H  -2.2882  -3.2096  4.8086  0.169
H  -3.9542  -5.1247  4.4413  0.187
H  -5.0534  -6.2245  1.9591  0.093
H  -3.7404  -6.4804  0.8426  0.091
H  -3.7266  -7.3182  2.3956  0.096
H  -1.8675  -4.5937  0.8585  0.143
O  -1.4897  2.8876  4.6982  -0.260
S  -0.4312  2.4186  3.8623  0.563
O  0.6943  3.2519  3.5824  -0.269
O  -1.0461  1.8792  2.5032  -0.273
C  -1.8989  2.7822  1.7447  -0.236
C  -1.1247  3.8817  1.0523  -0.063
C  0.1546  0.8726  4.4656  -0.125
H  -2.6674  3.1856  2.4045  0.119
H  -2.3954  2.1526  1.0101  0.111
H  -0.6576  4.5576  1.7670  0.072
H  -1.7997  4.4621  0.4246  0.077
H  -0.3353  3.4644  0.4272  0.090
H  -0.6975  0.2263  4.6585  0.058
H  0.6956  1.0684  5.3885  0.081
H  0.8247  0.4403  3.7263  0.073
O  5.5282  7.2446  3.6310  -0.274
S  5.7328  6.3193  4.7019  0.562
O  6.6295  5.2186  4.5327  -0.277
O  4.3189  5.7807  5.1838  -0.263
C  3.4373  5.2171  4.1858  -0.247
C  3.8750  3.8477  3.7117  -0.078
C  6.1591  7.1866  6.1706  -0.122
H  3.3434  5.9163  3.3537  0.117
H  2.4666  5.1521  4.6709  0.113
H  4.8244  3.8923  3.1800  0.072
H  3.1248  3.4374  3.0401  0.059
H  4.0033  3.1721  4.5584  0.086
H  5.4624  8.0074  6.3134  0.075
H  7.1693  7.5638  6.0298  0.078
H  6.1299  6.4935  7.0065  0.075
O  -1.3252  -8.0740  -1.6236  -0.300
S  -0.2227  -8.7893  -2.2019  0.549
O  1.0146  -8.1135  -2.4384  -0.276
O  -0.7081  -9.5066  -3.5224  -0.258
C  -1.3359  -8.7061  -4.5542  -0.238
C  -0.3493  -7.8489  -5.3202  -0.069
C  0.0942  -10.2415  -1.2620  -0.116
H  -2.1312  -8.1071  -4.1087  0.114
H  -1.8016  -9.4303  -5.2178  0.124
H  0.0977  -7.0856  -4.6856  0.070
H  -0.8592  -7.3504  -6.1442  0.085
H  0.4580  -8.4600  -5.7220  0.088
H  -0.8402  -10.7696  -1.0955  0.077
H  0.5245  -9.9188  -0.3164  0.071
H  0.8040  -10.8591  -1.8049  0.081
O  -4.1822  3.1774  -1.0745  -0.288
S  -3.7595  3.1403  -2.4448  0.551
O  -2.3746  3.3026  -2.7608  -0.275
O  -4.6303  4.1563  -3.2808  -0.256
C  -4.6947  5.5370  -2.8408  -0.233
C  -3.4240  6.3094  -3.1282  -0.075
C  -4.3465  1.6662  -3.2040  -0.122
H  -4.9574  5.5620  -1.7821  0.114
H  -5.5278  5.9631  -3.3945  0.124
H  -2.5842  5.9277  -2.5489  0.068
H  -3.5657  7.3597  -2.8714  0.088
H  -3.1539  6.2373  -4.1779  0.068
H  -5.4031  1.5481  -2.9822  0.075
H  -3.7728  0.8441  -2.7824  0.072
H  -4.1737  1.7344  -4.2743  0.078
O  -0.9583  6.7607  -5.1464  -0.280
S  0.2878  7.4589  -5.0483  0.565
O  0.7898  8.1811  -6.1733  -0.266
O  1.3915  6.4462  -4.5258  -0.262
C  1.5652  5.2045  -5.2436  -0.248
C  2.2699  5.3819  -6.5737  -0.071
C  0.2709  8.5185  -3.6456  -0.117
H  0.5945  4.7204  -5.3629  0.114
H  2.1633  4.5838  -4.5801  0.121
H  1.6691  5.9626  -7.2710  0.072
H  2.4628  4.4067  -7.0209  0.081
H  3.2171  5.9033  -6.4388  0.086
H  -0.0880  7.9629  -2.7837  0.072
H  -0.4040  9.3385  -3.8803  0.078
H  1.2763  8.8955  -3.4811  0.077

Results
charge = +1
LUMO energy = -0.10434 hartree
gap between HOMO and LUMO = 8.9 eV
HOMO level = -11.7 eV